Below is the ion C5H11N2 with charge +1 at a distorted geometry, with properties calculated with ωB97M-V with the def2-TZVPD basis set.

Output
* SMILES: C=NC(=C)CC[NH3+]
* relative energy (zero: lowest compared OMol25 entry of this formula, charge and spin): 81.81 kcal/mol
* LUMO energy: -4.83 eV
* highest occupied orbital energy: -12.94 eV

ORCA input file:
```
! wB97M-V def2-TZVPD RIJCOSX def2/J DEFGRID3
* xyz 1 1
C -0.77 -0.77 -2.17
N -0.19 -0.40 -1.06
C -0.08 -0.88 0.30
C -0.47 -2.12 0.62
C 0.44 0.13 1.26
C 0.24 1.55 1.16
N 0.62 1.93 -0.19
H 0.01 -0.92 -3.00
H -1.66 -1.45 -2.04
H -0.50 -2.33 1.73
H -0.33 -2.95 -0.07
H 1.47 0.00 1.40
H -0.01 -0.23 2.28
H 0.76 2.14 1.84
H -0.84 1.75 1.11
H 1.57 2.05 -0.29
H 0.18 2.86 -0.46
H 0.19 0.96 -0.79
*
```

Atomic partial charges in e from the Löwdin method, atoms 1 to 8: 0.088 -0.054 -0.316 0.111 -0.168 -0.197 0.112 0.135

---

Below is a structure of composition C29H33F4N6O7V, with properties calculated with ωB97M-V with the def2-TZVPD basis set.

Output
* LUMO energy (spin up / spin down): -9.28 / -8.68 eV
* highest occupied orbital energy (spin up / spin down): -16.07 / -16.07 eV
* ⟨S²⟩: 0.760

ORCA input file:
```
! wB97M-V def2-TZVPD RIJCOSX def2/J DEFGRID3
* xyz 3 2
V -0.42 0.24 -2.63
F -1.82 -0.11 4.02
C -0.64 -0.31 3.43
C -0.55 -0.08 2.09
C 0.69 -0.20 1.44
C 0.80 0.05 0.02
O -0.24 0.35 -0.65
C 2.09 -0.09 -0.54
C 3.16 -0.44 0.27
N 3.05 -0.70 1.56
C 4.24 -1.04 2.34
C 4.40 -2.45 2.84
C 5.27 -1.95 1.73
C 1.82 -0.57 2.20
C 1.69 -0.83 3.57
C 0.46 -0.71 4.21
N 0.37 -0.99 5.58
C 1.17 -0.21 6.51
C 1.50 -1.03 7.75
N 0.22 -1.52 8.38
C -0.61 -2.29 7.39
C -0.89 -1.42 6.18
C 2.39 0.14 -1.96
O 3.44 0.04 -2.50
O 1.27 0.54 -2.69
H -1.42 0.22 1.53
H 4.15 -0.53 -0.16
H 4.57 -0.22 2.95
H 3.63 -3.16 2.57
H 4.83 -2.59 3.82
H 5.09 -2.35 0.74
H 6.31 -1.71 1.93
H 2.55 -1.16 4.13
H 0.65 0.71 6.81
H 2.11 0.09 6.04
H 2.03 -0.43 8.49
H 2.08 -1.91 7.50
H -0.31 -0.72 8.73
H 0.44 -2.10 9.19
H -1.54 -2.57 7.89
H -0.05 -3.18 7.13
H -1.54 -0.58 6.46
H -1.45 -2.03 5.47
C -1.37 -0.69 -7.93
N -1.59 -0.53 -6.49
C -2.92 -0.85 -5.98
C -0.61 -0.15 -5.70
C 0.75 0.11 -6.25
O -0.81 -0.02 -4.44
H -2.34 -0.84 -8.40
H -0.75 -1.56 -8.13
H -0.92 0.20 -8.36
H -3.63 -0.09 -6.32
H -2.91 -0.87 -4.89
H -3.22 -1.82 -6.36
H 0.73 0.94 -6.96
H 1.13 -0.76 -6.79
H 1.43 0.35 -5.44
F -2.56 -3.14 -0.54
C -1.86 -3.30 -1.67
F -0.91 -4.20 -1.47
F -2.68 -3.72 -2.63
C -1.25 -1.95 -2.08
O -2.00 -0.92 -2.13
O -0.05 -1.82 -2.37
N -4.19 6.26 -2.49
C -2.90 6.06 -2.81
O -2.11 6.93 -3.10
C -2.39 4.63 -2.75
C -2.94 3.63 -1.96
C -2.33 2.39 -1.93
N -1.25 2.12 -2.68
C -0.72 3.08 -3.46
C -1.26 4.34 -3.51
H -4.54 7.20 -2.57
H -4.86 5.52 -2.44
H -3.80 3.80 -1.33
H -2.71 1.58 -1.31
H 0.16 2.81 -4.03
H -0.81 5.12 -4.11
*
```

Atomic partial charges in e from the Löwdin method, atoms 1 to 8: 1.218 0.100 -0.174 0.106 -0.038 -0.216 -0.078 -0.011

---

Below is the ion C4H8N3OS with charge +1 at a distorted geometry, with properties calculated with ωB97M-V with the def2-TZVPD basis set.

Output
* relative energy (zero: lowest compared OMol25 entry of this formula, charge and spin): 106.85 kcal/mol
* LUMO energy: -3.58 eV
* highest occupied orbital energy: -12.62 eV

ORCA input file:
```
! wB97M-V def2-TZVPD RIJCOSX def2/J DEFGRID3
* xyz 1 1
C 1.54 0.00 1.22
C 2.67 -0.17 0.66
C -1.85 0.17 -0.06
C 1.55 -1.15 -0.99
N -2.72 0.97 -0.71
N -0.63 0.60 0.19
N 0.40 -0.32 0.45
O 2.66 -0.55 -0.69
S -2.37 -1.41 0.32
H 1.37 0.47 2.20
H 3.65 -0.11 1.03
H 1.30 -2.13 -0.46
H 1.08 -0.87 -2.00
H -2.37 1.95 -1.13
H -3.67 0.65 -0.82
H -0.53 1.68 -0.06
H -1.52 -1.61 1.29
*
```

Atomic partial charges in e from the Löwdin method, atoms 1 to 8: -0.124 -0.085 -0.748 0.004 0.107 -0.017 -0.068 -0.029

---

Below is the molecule C20H26N2O3, with properties calculated with ωB97M-V with the def2-TZVPD basis set.

Output
* SMILES: CN(C(=O)CCCOc1ccc2nc(O)ccc2c1)C1CCCCC1
* relative energy (zero: lowest compared OMol25 entry of this formula, charge and spin): 31.70 kcal/mol
* LUMO energy: 0.43 eV
* highest occupied orbital energy: -7.94 eV

ORCA input file:
```
! wB97M-V def2-TZVPD RIJCOSX def2/J DEFGRID3
* xyz 0 1
C -0.83 -1.83 5.05
N -1.18 -1.42 3.70
C -0.85 -2.27 2.69
O -0.36 -3.36 2.91
C -1.14 -1.80 1.27
C -0.47 -2.72 0.25
C 1.05 -2.49 0.24
O 1.39 -1.15 -0.09
C 1.31 -0.73 -1.38
C 1.04 -1.56 -2.49
C 1.01 -1.04 -3.75
C 1.23 0.33 -3.98
N 1.19 0.80 -5.25
C 1.41 2.07 -5.45
O 1.36 2.53 -6.71
C 1.69 3.00 -4.41
C 1.73 2.54 -3.13
C 1.50 1.17 -2.87
C 1.53 0.62 -1.58
C -1.72 -0.09 3.51
C -0.61 0.97 3.48
C -1.21 2.34 3.17
C -2.27 2.71 4.21
C -3.36 1.64 4.26
C -2.75 0.28 4.58
H -1.72 -2.04 5.64
H -0.24 -1.05 5.54
H -0.23 -2.74 4.97
H -2.22 -1.81 1.11
H -0.77 -0.79 1.11
H -0.88 -2.53 -0.74
H -0.65 -3.76 0.52
H 1.55 -3.20 -0.42
H 1.43 -2.63 1.25
H 0.87 -2.61 -2.35
H 0.80 -1.67 -4.60
H 1.16 1.77 -7.29
H 1.85 4.03 -4.68
H 1.94 3.21 -2.31
H 1.74 1.25 -0.73
H -2.24 -0.07 2.55
H -0.11 1.01 4.45
H 0.13 0.71 2.73
H -0.42 3.10 3.17
H -1.66 2.33 2.18
H -2.71 3.68 3.96
H -1.80 2.80 5.19
H -4.09 1.90 5.02
H -3.87 1.60 3.30
H -3.53 -0.48 4.61
H -2.28 0.32 5.57
*
```

Atomic partial charges in e from the Löwdin method, atoms 1 to 8: -0.028 -0.062 -0.444 0.044 -0.094 -0.155 -0.185 -0.054